*a*
Computed, not measured: a cluster of 11 separate species, C26H76N2O20 in total, with the ωB97M-V functional and the def2-TZVPD basis.

```
124
Properties=species:S:1:pos:R:3:mulliken_charge:R:1
H 5.948 3.877 0.177 0.4629
H -1.447 -0.751 -1.412 0.2537
H -1.486 1.634 -0.249 -0.1595
H -5.547 3.316 0.462 0.2388
C 3.178 -2.838 -2.977 -0.5696
C -5.133 -2.208 -5.282 -0.5127
H -2.475 -0.287 -5.547 0.2759
H 2.958 -1.414 -4.555 0.1758
C -5.319 4.141 -0.228 -1.2439
H 5.612 -0.487 2.837 0.0173
O 0.788 -5.010 2.519 -0.4987
H -0.497 -1.823 -2.389 -0.2478
O -1.245 4.461 3.666 -0.5716
H -4.060 1.919 -0.419 -0.0442
O 7.315 1.865 0.721 -0.5867
H 0.651 0.082 3.069 -0.0975
H -6.252 4.693 -0.334 0.4400
H -3.735 -1.503 -3.729 0.0706
O 3.445 -0.509 -2.798 -0.3987
C -4.117 -1.169 -4.726 -0.0607
O 5.120 0.996 4.916 -0.4867
H 0.808 -3.488 0.221 -0.1662
C 5.284 3.013 0.081 -0.3356
H -6.770 -1.248 -4.716 0.3226
H 0.135 -4.566 -7.300 0.3297
H -0.538 -2.037 -6.272 0.2119
H -2.874 1.827 2.477 -0.0436
H 5.508 -2.008 3.773 0.3090
C 5.825 1.920 0.891 0.0974
C -0.618 -1.471 -1.361 -0.5454
H 2.298 -5.929 1.423 0.3131
O -3.201 -0.729 3.143 -0.3439
H -5.070 0.829 3.160 0.3000
H 1.316 1.062 -0.395 0.1439
H 2.406 0.336 2.945 0.0198
C -4.857 3.590 -1.517 0.2826
O -2.147 -3.933 -5.655 -0.5507
H 2.498 4.703 2.391 0.3501
H 1.747 -1.300 3.024 0.5962
O -3.042 2.545 4.437 -0.6596
N -5.956 3.042 -2.351 -0.7285
O 0.282 -5.354 -0.492 -0.5467
H -0.974 -2.359 -0.814 0.3972
H 4.271 3.316 0.376 0.0822
H -0.559 -5.301 -0.043 0.3438
C 2.350 3.635 2.670 0.1693
C -0.072 -3.012 -6.116 -0.1190
C 1.542 -0.313 1.157 1.0230
O -6.385 -2.123 -4.555 -0.5593
C 1.262 -4.486 0.134 0.4425
H -0.468 -4.699 -4.906 0.4461
H -5.560 -1.548 3.887 0.2064
H 2.151 -4.409 -0.500 0.0861
H -2.959 4.334 2.654 0.4229
H 4.203 0.071 -2.821 0.2138
O 1.841 -2.860 -2.802 -0.2809
H -3.931 1.799 -2.191 0.0838
H -6.306 2.189 -1.884 0.2494
N 1.846 1.067 0.500 -0.3274
H 2.802 2.410 4.441 -0.0116
H 0.058 -1.790 1.100 0.3179
H 0.651 3.625 4.572 0.3306
H 2.547 -4.289 1.836 0.2493
H 2.336 -1.015 0.835 -0.0231
C 1.747 -4.969 1.492 -0.5032
H 3.038 3.055 2.039 -0.2227
H -1.349 1.954 3.417 -0.3255
H 0.955 2.530 1.677 0.2140
H -3.047 -1.344 3.872 0.2363
H -6.738 3.693 -2.288 0.2813
H -3.895 -2.267 1.953 0.4217
H 7.736 1.996 1.573 0.3160
H 5.371 0.955 0.619 0.0681
H -4.572 -0.171 -4.565 0.4324
H 0.902 -2.859 -5.625 0.0984
C 2.553 3.468 4.183 -0.2241
H 5.150 -0.812 5.842 0.4556
H 2.806 1.054 0.145 -0.0398
H 5.793 3.209 -1.820 0.2746
H 3.422 -3.646 -3.677 0.3667
H -0.537 -0.099 0.839 -0.3052
C 3.607 -1.595 -3.693 -0.4421
C -1.602 2.064 -1.255 -0.1907
H -4.401 4.364 -2.134 0.2155
H -0.647 2.496 -1.555 0.3207
H 3.889 -0.540 4.591 0.1648
H -0.014 -5.419 2.187 0.3087
C -2.339 2.411 3.239 1.0786
O 0.513 -0.938 -0.730 0.1599
H 4.655 -1.652 -4.001 0.4751
C 1.576 -0.289 2.624 -0.9151
C -0.906 -3.743 -5.171 -0.0303
C 4.932 -0.366 4.870 -0.3250
H 5.626 2.083 1.964 0.2380
O -2.571 3.065 -1.319 -0.4110
O -5.889 0.326 3.006 -0.5646
H -4.762 -3.209 -5.109 0.3296
H -1.523 3.615 1.759 0.1823
C 0.258 -0.830 0.619 -0.6243
H -4.085 -0.628 1.380 0.0533
O 0.062 -3.611 -7.415 -0.5362
H 3.752 -2.951 -2.053 0.3103
H -2.501 -3.043 -5.847 0.3139
H 3.483 3.984 4.483 0.3344
O 1.489 3.983 4.943 -0.5632
O -3.011 -1.061 -5.728 -0.5634
O 5.295 2.590 -1.295 -0.5046
H -4.547 4.775 0.214 0.2573
C 5.817 -0.938 3.822 -0.0897
C -5.543 -1.115 2.876 -0.1944
H -0.987 -3.121 -4.263 -0.1213
H -1.853 4.674 4.390 0.3484
H -1.850 1.277 -1.990 0.2778
C -4.164 -1.254 2.278 -0.4311
C -2.040 3.733 2.697 -0.7885
H 7.735 -1.287 3.508 0.3056
H -5.318 -1.969 -6.340 0.2696
O 0.941 3.289 2.319 -0.4605
H 1.614 -2.163 -2.167 0.1633
H -6.280 -1.534 2.202 0.3470
O 7.215 -0.837 4.187 -0.5617
C -3.861 2.508 -1.338 0.1360
H -3.507 1.719 4.610 0.3484
H 5.026 1.358 5.796 0.2791
```

Calculated values
Charge: 0
Orbital gap, eV: 9.17
Lowest unoccupied orbital energy, eV: -0.15
Multiplicity: 1
E_HOMO, eV: -9.322

***

*b*
Computed, not measured: a cluster of 11 separate species, C26H76N2O20 in total, with the ωB97M-V functional and the def2-TZVPD basis.

```
124
Properties=species:S:1:pos:R:3:mulliken_charge:R:1
H 6.787 0.571 3.917 0.3283
O -2.356 7.586 6.795 -0.4978
C -2.033 5.819 5.123 -0.5179
C 3.921 3.015 -5.224 -0.2767
H -3.836 -1.201 7.149 0.3477
H -5.975 -6.275 0.256 0.3306
C -8.287 1.366 1.899 -0.3953
H 1.824 -8.111 6.184 0.2797
H 0.141 0.210 3.354 0.2850
O 8.007 -3.819 -3.025 -0.3409
H 2.382 -5.753 7.514 0.2520
O 0.513 -1.431 2.218 -0.5247
H -6.587 -4.913 1.197 0.3147
H 4.018 -4.938 6.061 0.2643
H 4.290 -4.049 -1.407 0.3940
O -5.822 -4.620 -0.696 -0.4647
H -3.204 5.348 -7.610 0.3434
O 7.285 0.485 3.101 -0.4849
C 5.169 -4.063 -2.052 -1.2890
H -4.133 -2.006 -2.478 0.2578
H 1.785 -0.083 2.762 0.2767
H 5.626 -5.030 -1.842 0.3099
H -2.292 5.403 4.150 0.3588
H -4.445 -2.645 7.772 0.2851
O -4.439 -1.015 8.968 -0.4972
C -3.557 -1.073 -5.170 -0.3460
H -3.917 6.707 5.664 0.2653
H -2.853 -1.198 -5.992 0.2568
H -3.062 2.185 -8.444 0.2434
H -8.678 -0.733 1.471 0.2668
O 2.328 -7.582 6.806 -0.5309
O -2.200 4.075 -6.329 -0.2415
H -2.122 6.871 7.391 0.3144
H 7.745 2.361 3.733 0.3372
H -2.875 7.650 4.716 0.2886
H 9.068 1.340 3.444 0.2612
H 3.080 4.920 -5.917 0.2643
N 5.459 -1.846 -1.090 -0.7195
O -6.921 1.077 2.047 -0.4989
H -3.649 -5.252 0.419 0.2961
C 7.254 -2.659 -2.658 -0.6881
H 9.296 -5.272 -2.216 0.3063
H 6.713 -3.355 -0.677 0.2163
H -1.435 5.592 -7.400 0.3649
H -3.912 -0.050 -5.289 0.3345
O -4.186 -3.907 1.758 -0.4914
O -4.411 -2.058 -5.471 -0.5177
H -8.630 0.504 0.130 0.2629
H -6.498 1.273 1.208 0.2957
H 8.797 -4.102 -1.157 0.2854
H -1.034 6.248 5.042 0.2613
H -1.338 4.175 -10.836 0.3579
H -2.490 4.233 -4.274 0.2863
C 6.185 -2.956 -1.543 0.5254
C 0.734 -0.048 2.476 -0.3493
C -3.820 -1.800 8.060 -0.4413
C 0.358 0.814 1.287 -0.3008
H -0.414 -1.592 2.410 0.2854
H -0.644 5.290 -9.598 0.3546
H 4.909 -2.118 -0.288 0.2690
O 7.030 2.776 1.201 -0.5401
H -1.643 -2.431 7.806 0.2996
O -1.015 1.054 1.130 -0.5114
H 8.384 1.193 1.036 0.2396
H 5.031 2.523 -3.754 0.3058
H -2.261 5.513 -9.961 0.2894
H 4.794 -3.932 -3.067 0.3008
C -2.821 -1.503 -3.919 -0.3395
C -2.869 6.995 5.588 -0.2392
H 2.910 2.792 -4.882 0.2770
C -2.355 4.829 -5.177 -0.8497
C -2.236 4.859 -7.492 -0.6804
H -6.682 -4.795 -1.086 0.3036
C 2.368 -6.202 6.521 -0.2574
O -3.614 -1.258 -2.784 -0.4990
H 0.771 1.788 1.548 0.2467
H -3.235 5.466 -5.088 0.3316
C -1.925 3.911 -8.652 0.2837
C -1.518 4.717 -9.908 -1.3219
O 4.988 4.612 -6.578 -0.5286
H -4.476 -5.884 1.944 0.2837
H 7.164 3.170 0.336 0.2936
H -5.221 -1.821 -5.013 0.2989
H -2.662 4.145 5.979 0.3060
O 3.606 -5.876 4.285 -0.4998
H 6.046 -1.103 -0.737 0.2054
H -4.983 -0.389 8.484 0.3238
H 0.794 0.477 0.347 0.2979
H 4.461 -6.649 5.785 0.2741
H -10.730 0.438 1.968 0.3035
H -4.459 -3.210 1.156 0.2869
N -2.946 2.969 -9.071 -0.6410
H -8.416 2.357 1.464 0.2585
H 4.295 2.155 -5.779 0.2850
C 3.714 4.110 -6.276 -0.4600
C -5.815 -5.223 0.493 -0.4287
H 3.088 3.671 -7.053 0.3176
H 1.447 -5.881 6.034 0.2919
H 6.696 -2.274 -3.512 0.3419
H 10.060 -3.624 -2.293 0.2875
H -3.850 3.418 -9.042 0.2559
H 3.095 -5.091 4.075 0.2870
H -1.932 -0.877 -3.842 0.2673
H 8.985 2.780 1.492 0.3332
H -8.537 1.373 2.960 0.3182
C -4.463 -5.152 1.137 -0.4282
H -1.030 3.373 -8.340 0.3173
O 4.720 3.351 -4.128 -0.5003
H -1.505 5.472 -4.949 0.3069
H -1.368 0.544 0.398 0.2937
O -10.375 0.401 1.077 -0.5166
O -1.952 4.773 6.130 -0.5394
H -3.205 -3.562 9.864 0.2991
C 8.073 1.568 3.062 -0.4144
H 7.922 -1.835 -2.407 0.3444
C 8.196 2.052 1.679 -0.3549
C -8.950 0.271 1.146 -0.2945
C 3.667 -5.907 5.705 -0.3604
H -1.856 -1.509 9.110 0.2569
H -2.667 -2.579 -3.831 0.2827
C -2.420 -2.256 8.550 -0.3359
H 5.338 5.074 -5.812 0.3147
C 9.137 -4.194 -2.188 -0.7462
O -2.404 -3.515 9.336 -0.5378
```

Calculated values
Charge: 0
Orbital gap, eV: 8.94
Lowest unoccupied orbital energy, eV: -0.12
Multiplicity: 1
E_HOMO, eV: -9.063

***

Order from most stable to least stable according to the calculation: *a*, *b*

***

*a*
Computed, not measured: an isolated molecule of C4H3NS2, with the ωB97M-V functional and the def2-TZVPD basis.

```
10
Properties=species:S:1:pos:R:3:nbo_charge:R:1
C -0.753 -0.942 0.416 -0.2556
C 1.248 0.296 0.176 -0.2384
N -1.347 2.403 -0.136 -0.2769
H 1.159 0.833 1.105 0.2041
S -1.127 -2.373 -0.286 0.1287
C -0.142 0.113 -0.546 -0.4855
H -0.806 -0.692 1.544 0.2321
S 2.507 -0.639 -0.269 0.1397
C -0.779 1.404 -0.556 0.2702
H 0.039 -0.404 -1.449 0.2817
```

Calculated values
Charge: 0
Orbital gap, eV: 7.58
Lowest unoccupied orbital energy, eV: -1.78
Multiplicity: 1
E_HOMO, eV: -9.361

***

*b*
Computed, not measured: an isolated molecule of C4H3NS2, with the ωB97M-V functional and the def2-TZVPD basis.

```
10
Properties=species:S:1:pos:R:3:nbo_charge:R:1
H -0.920 1.120 1.993 0.2384
H 0.319 2.168 -0.463 0.2270
N 0.173 0.097 -0.981 -0.5923
H -0.989 -1.333 1.915 0.2484
S 1.746 -1.884 -1.731 -0.0972
C -0.074 1.175 -0.139 -0.0662
C -0.535 0.684 1.065 -0.2656
S 1.031 -0.159 -2.431 0.4867
C -0.505 -0.759 1.022 -0.4128
C -0.245 -1.108 -0.250 0.2335
```

Calculated values
Charge: 0
Orbital gap (alpha / beta), eV: 6.32 / 7.35
Lowest unoccupied orbital energy (alpha / beta), eV: -2.07 / -1.33
Multiplicity: 1
E_HOMO (alpha / beta), eV: -8.388 / -8.682

***

Order from most stable to least stable according to the calculation: *a*, *b*